## a
136
Properties=species:S:1:pos:R:3 method="wB97M-V/def2-TZVPD" smiles=COC[C@H](C)N.COC[C@H](C)N.COC[C@H](C)N.COC[C@H](C)N.COC[C@H](C)N.COC[C@H](C)N.COC[C@H](C)N.COC[C@H](C)N orbital_gap_ha=0.3320 lumo_ha=0.015 charge=0
C 13.74598 12.00432 -5.63448
C 12.35977 11.37449 -5.48214
C 12.31739 9.93494 -6.24304
O 13.48869 9.11828 -5.85140
C 13.61753 7.97604 -6.67262
N 12.16550 11.21383 -4.09483
H 13.89785 12.30914 -6.66991
H 14.50831 11.29404 -5.31440
H 13.92500 12.92359 -5.07681
H 11.51679 12.05258 -5.61506
H 12.28160 10.09059 -7.32128
H 11.42309 9.35689 -6.01029
H 14.21283 7.26992 -6.09373
H 13.94239 8.21220 -7.68593
H 12.67783 7.42416 -6.65053
H 12.58956 11.92017 -3.51057
H 12.49181 10.29116 -3.84522
C 18.07163 14.47786 -5.20636
C 18.65209 13.69651 -6.39644
C 19.03372 14.44427 -7.64660
O 17.89288 15.08963 -8.12178
C 18.18303 15.93630 -9.11440
N 19.88388 13.19165 -5.79294
H 17.21320 15.01290 -5.61249
H 18.66023 15.30826 -4.81637
H 17.79422 13.81249 -4.38879
H 17.91014 12.91607 -6.56531
H 19.52347 13.73635 -8.31525
H 19.79501 15.19746 -7.44354
H 18.82910 15.59894 -9.92488
H 18.70850 16.81427 -8.73870
H 17.25334 16.29726 -9.55426
H 19.82141 12.20952 -6.02013
H 19.80287 13.18784 -4.78620
C 18.81018 9.71898 -10.99241
C 19.83995 10.70291 -10.52111
C 19.83743 12.14440 -11.24761
O 20.77783 13.00576 -10.57804
C 20.87725 14.35683 -11.06701
N 19.47307 10.85740 -9.09717
H 18.78726 8.70956 -10.58175
H 18.80028 9.58014 -12.07349
H 17.80358 10.11416 -10.85570
H 20.85169 10.34765 -10.71675
H 18.82275 12.54255 -11.24425
H 20.01463 11.93799 -12.30312
H 21.16931 15.06197 -10.28881
H 19.87145 14.69149 -11.32091
H 21.56141 14.43830 -11.91164
H 18.75053 11.53616 -9.29036
H 20.27447 11.28415 -8.65474
C 14.52429 14.08971 -9.48465
C 15.39535 13.02500 -9.95609
C 15.68787 13.01452 -11.41526
O 16.44218 14.21385 -11.70288
C 16.78485 14.26511 -13.10218
N 16.58055 12.88326 -9.14501
H 14.93292 15.04753 -9.80667
H 14.37716 14.03233 -8.40615
H 13.55601 14.11122 -9.98474
H 14.70771 12.18034 -9.91382
H 14.81233 13.13020 -12.05412
H 16.38854 12.27865 -11.80981
H 15.92279 14.34017 -13.76499
H 17.35530 13.38726 -13.40559
H 17.45228 15.09624 -13.32992
H 16.21218 13.11940 -8.23471
H 17.25485 13.59551 -9.38607
C 9.96190 20.65310 -10.55160
C 10.57642 19.58025 -11.40990
C 10.41877 18.11694 -11.00131
O 11.13674 17.32873 -11.98097
C 11.23875 15.95975 -11.67318
N 10.15334 19.88528 -12.80741
H 9.99679 21.62966 -11.03452
H 10.41116 20.70461 -9.55983
H 8.87401 20.71329 -10.52055
H 11.66080 19.56853 -11.51986
H 9.36321 17.84567 -10.98411
H 10.98540 17.97201 -10.08151
H 12.15047 15.79865 -11.09792
H 11.47504 15.35302 -12.54734
H 10.28187 15.56334 -11.33357
H 10.21443 20.89343 -12.80669
H 10.89298 19.66714 -13.45968
C 15.53818 15.11076 -16.60126
C 16.01282 16.02032 -17.63220
C 16.31165 15.40516 -19.03598
O 17.37410 14.49012 -18.82427
C 17.87787 14.01079 -20.08032
N 15.12618 17.11532 -17.88816
H 14.83014 15.53919 -15.89187
H 16.39176 14.73213 -16.03899
H 14.96037 14.33320 -17.10091
H 16.89862 16.47752 -17.19128
H 16.59436 16.19706 -19.72957
H 15.39701 14.92928 -19.38962
H 18.56742 13.18809 -19.89117
H 18.28851 14.79967 -20.71051
H 17.15429 13.53748 -20.74404
H 14.93173 17.69960 -17.08759
H 14.22440 16.76592 -18.17939
C 17.26467 10.93395 -17.71809
C 17.09146 11.46833 -16.34785
C 16.70207 10.40201 -15.28430
O 15.46992 9.65504 -15.39177
C 14.37874 10.47341 -15.02988
N 18.34229 12.00132 -15.90395
H 16.44663 10.38399 -18.18333
H 17.93622 10.08291 -17.60476
H 17.77668 11.60302 -18.40967
H 16.42311 12.32455 -16.25681
H 16.80277 10.78559 -14.26901
H 17.32931 9.51485 -15.37157
H 13.51126 9.83837 -14.85011
H 14.14615 11.12088 -15.87533
H 14.53534 11.15276 -14.19199
H 18.56042 12.96991 -16.08930
H 19.21381 11.49106 -15.91746
C 15.71386 17.77367 -4.34651
C 14.35672 17.24084 -4.76921
C 14.37057 16.60746 -6.18969
O 13.13722 16.53053 -6.86464
C 12.61899 17.78684 -7.14551
N 14.03442 16.20815 -3.75898
H 15.98119 18.77505 -4.68397
H 16.56088 17.17886 -4.68834
H 15.80490 17.92234 -3.27054
H 13.54982 17.97341 -4.75044
H 14.73270 15.59775 -5.99616
H 15.19959 17.00460 -6.77544
H 12.20768 18.18883 -6.21959
H 11.68286 17.83265 -7.70198
H 13.33337 18.50954 -7.53980
H 14.35008 15.37409 -4.23313
H 14.67339 16.31436 -2.98404



## b
136
Properties=species:S:1:pos:R:3 method="wB97M-V/def2-TZVPD" smiles=COC[C@H](C)N.COC[C@H](C)N.COC[C@H](C)N.COC[C@H](C)N.COC[C@H](C)N.COC[C@H](C)N.COC[C@H](C)N.COC[C@H](C)N orbital_gap_ha=0.3419 lumo_ha=0.019 charge=0
C 0.24049 6.28820 -0.72689
C 0.61067 4.93098 -0.13039
C -0.49500 4.43959 0.77011
O -0.06060 3.30585 1.48319
C -0.95692 2.94421 2.51420
N 0.92059 3.95675 -1.18935
H 0.19790 7.02840 0.07645
H -0.71169 6.24644 -1.25594
H 1.03804 6.63630 -1.38415
H 1.52722 5.07387 0.45421
H -1.34586 4.15186 0.12240
H -0.85233 5.23858 1.43385
H -1.92341 2.64535 2.09103
H -1.07594 3.75529 3.23871
H -0.52518 2.08947 3.03525
H 0.52122 3.07776 -0.86592
H 0.39050 4.15159 -2.03877
C 3.56816 1.63410 0.83530
C 4.17157 2.08553 -0.48257
C 3.66474 1.29607 -1.67138
O 3.96901 -0.08046 -1.52609
C 3.23043 -0.89298 -2.38219
N 3.96309 3.52326 -0.66671
H 4.05077 2.10666 1.69069
H 3.70658 0.56390 1.01333
H 2.49700 1.86301 0.84269
H 5.25637 1.93812 -0.43962
H 4.17131 1.66595 -2.57925
H 2.59220 1.43989 -1.87574
H 2.14491 -0.75677 -2.29278
H 3.48088 -1.94003 -2.19408
H 3.49648 -0.75316 -3.44661
H 4.44241 3.83340 -1.50585
H 2.97347 3.72084 -0.83980
C -1.45974 1.84965 -5.07450
C -0.22180 2.60683 -5.58115
C 0.43680 3.39593 -4.47301
O -0.39388 4.33336 -3.80604
C -1.12834 5.19109 -4.66656
N 0.78940 1.72243 -6.15209
H -1.20948 1.27556 -4.17666
H -1.82107 1.17573 -5.84903
H -2.25552 2.53348 -4.77174
H -0.55723 3.26158 -6.39030
H 1.34829 3.89835 -4.82176
H 0.76650 2.69005 -3.70024
H -1.99151 4.69595 -5.11221
H -0.46778 5.62086 -5.42568
H -1.49144 6.00846 -4.04377
H 0.50578 1.33912 -7.04038
H 1.05976 0.99023 -5.51001
C -8.47854 0.72776 -4.70873
C -7.70743 -0.18770 -3.77145
C -6.28268 0.27383 -3.60737
O -5.60693 -0.63620 -2.76038
C -4.28715 -0.22166 -2.48783
N -8.35953 -0.21104 -2.45878
H -9.52298 0.41021 -4.73450
H -8.10639 0.68032 -5.73540
H -8.46099 1.76705 -4.37715
H -7.69045 -1.18591 -4.23198
H -6.29167 1.27184 -3.14199
H -5.77978 0.30666 -4.58181
H -3.76252 -1.02720 -1.98032
H -4.29486 0.62816 -1.78957
H -3.77996 0.08569 -3.40986
H -7.67232 -0.49751 -1.76827
H -9.06969 -0.93334 -2.43466
C 0.17844 -0.52561 4.42846
C -0.34536 -0.47382 5.84912
C -1.06725 -1.75272 6.20190
O -1.32321 -1.79964 7.57970
C -1.85256 -3.03307 7.97709
N 0.83034 -0.35077 6.74478
H -0.60816 -0.63969 3.67579
H 0.90261 -1.32658 4.30164
H 0.64285 0.44303 4.22043
H -0.97988 0.40747 5.99432
H -0.50471 -2.61729 5.82153
H -2.02477 -1.79077 5.65198
H -2.08071 -3.00806 9.03993
H -1.16027 -3.86349 7.78311
H -2.78152 -3.27491 7.43776
H 1.24865 0.56565 6.61378
H 0.50267 -0.36063 7.70565
C 3.58160 0.79417 4.49783
C 3.97069 -0.59729 4.97856
C 4.89248 -1.28199 3.99797
O 5.13686 -2.59445 4.46783
C 6.06634 -3.29086 3.66176
N 4.60046 -0.53424 6.30927
H 3.14316 1.38016 5.30503
H 2.87328 0.70463 3.66942
H 4.42696 1.36804 4.10678
H 3.03136 -1.16684 5.02503
H 5.83223 -0.72072 3.91550
H 4.38556 -1.34248 3.02465
H 7.03094 -2.76966 3.66629
H 5.68080 -3.40790 2.64555
H 6.22789 -4.25970 4.12992
H 3.85176 -0.47004 6.99702
H 4.95950 -1.47017 6.49521
C -0.83717 0.65858 -1.00566
C -0.66758 -0.70134 -0.35221
C 0.60344 -0.71453 0.46604
O 0.72581 -1.97704 1.10746
C 1.98580 -2.13368 1.69025
N -1.89284 -0.98689 0.43044
H 0.07420 1.15595 -1.34636
H -1.37560 1.31934 -0.32139
H -1.46443 0.60863 -1.90046
H -0.62366 -1.47969 -1.12004
H 0.56705 0.07900 1.22546
H 1.45053 -0.57005 -0.21473
H 2.76330 -2.45095 0.97967
H 1.97087 -2.89198 2.47705
H 2.36303 -1.22550 2.17922
H -1.78358 -0.53174 1.33890
H -1.84073 -1.97083 0.70133
C 0.78059 -4.14666 -2.25051
C -0.51547 -4.58970 -1.57449
C -0.80136 -6.04359 -1.86982
O -1.12091 -6.16367 -3.23512
C -1.25667 -7.49884 -3.64251
N -0.52500 -4.37883 -0.11239
H 0.87708 -3.05855 -2.16541
H 0.74617 -4.38332 -3.31421
H 1.65698 -4.59477 -1.77965
H -1.36720 -4.04918 -2.00152
H -1.61003 -6.43918 -1.24029
H 0.09836 -6.64598 -1.64041
H -1.63347 -7.49677 -4.66584
H -1.97860 -8.03848 -3.01777
H -0.29686 -8.03050 -3.64682
H 0.06031 -5.10945 0.28764
H -0.03529 -3.50697 0.08140



## c
136
Properties=species:S:1:pos:R:3 method="wB97M-V/def2-TZVPD" smiles=COC[C@H](C)N.COC[C@H](C)N.COC[C@H](C)N.COC[C@H](C)N.COC[C@H](C)N.COC[C@H](C)N.COC[C@H](C)N.COC[C@H](C)N orbital_gap_ha=0.3267 lumo_ha=0.013 charge=0
C 4.74745 -5.10592 21.35271
C 5.51951 -5.75653 20.21460
C 5.49143 -7.28636 20.31227
O 5.96768 -7.67130 21.57310
C 7.30247 -7.31552 21.90286
N 4.99174 -5.25524 18.94600
H 3.67336 -5.12721 21.13999
H 4.97558 -4.04084 21.43414
H 4.85778 -5.59741 22.31835
H 6.56521 -5.43055 20.28250
H 6.14544 -7.67720 19.51241
H 4.53422 -7.72698 20.03274
H 7.93588 -7.45366 21.02033
H 7.64945 -8.00320 22.66833
H 7.31755 -6.27376 22.22236
H 5.36992 -5.77730 18.16214
H 5.21726 -4.28484 18.77542
C 6.52756 -11.95502 27.68126
C 7.21080 -10.59339 27.49804
C 6.14340 -9.55394 27.11346
O 5.49984 -9.90357 25.90435
C 6.27175 -9.67245 24.74225
N 7.98741 -10.24449 28.67659
H 7.31374 -12.71637 27.68171
H 5.88446 -12.17904 26.83371
H 6.01497 -12.07647 28.63571
H 7.92041 -10.69356 26.67564
H 6.51763 -8.52040 27.12664
H 5.42371 -9.50778 27.93401
H 7.33296 -9.90544 24.87998
H 6.26817 -8.59745 24.52282
H 5.85658 -10.25442 23.92359
H 7.43412 -10.11158 29.51596
H 8.46038 -9.36173 28.50862
C 2.62425 -9.66404 27.91525
C 1.46523 -10.48662 28.46895
C 0.79326 -11.34635 27.39226
O -0.13243 -12.25923 27.94673
C -0.69658 -13.02621 26.91371
N 1.93575 -11.35657 29.57176
H 3.29677 -9.31694 28.69612
H 2.22071 -8.83804 27.32543
H 3.20589 -10.25442 27.20279
H 0.69521 -9.86015 28.92963
H 1.61175 -11.86560 26.87748
H 0.27181 -10.70491 26.67004
H -1.37993 -13.76608 27.33699
H 0.06485 -13.59467 26.37222
H -1.32184 -12.44262 26.23165
H 1.44212 -12.24010 29.49878
H 2.92863 -11.54557 29.52077
C 3.65891 -15.85243 26.58098
C 3.20910 -15.67839 25.11574
C 4.36043 -15.27134 24.20020
O 4.98712 -14.16017 24.77836
C 6.12975 -13.70944 24.10258
N 2.53722 -16.89174 24.66786
H 4.32056 -15.03045 26.87517
H 4.24032 -16.75855 26.77515
H 2.83900 -15.87009 27.30001
H 2.46735 -14.87604 25.12943
H 3.95061 -15.03706 23.20928
H 5.03597 -16.12962 24.08251
H 5.86725 -13.36700 23.08991
H 6.93438 -14.43651 23.95604
H 6.51699 -12.84087 24.63276
H 1.84518 -17.25833 25.30095
H 3.17434 -17.64672 24.45019
C -0.64518 -6.49387 24.39945
C -1.69122 -7.37262 23.70224
C -1.97007 -6.95320 22.25427
O -3.11506 -7.68153 21.88438
C -3.61044 -7.48581 20.56275
N -1.22970 -8.74765 23.81820
H 0.16309 -6.35229 23.67831
H -0.23418 -6.97798 25.28544
H -0.99429 -5.52189 24.74869
H -2.64016 -7.20409 24.21846
H -1.09530 -7.21165 21.64370
H -2.16245 -5.87382 22.22031
H -3.72727 -6.40547 20.40488
H -4.63101 -7.85920 20.55785
H -2.89146 -7.93219 19.87519
H -0.25380 -8.85729 23.58617
H -1.79714 -9.27423 23.16158
C 2.11965 -10.91182 18.15722
C 0.87962 -10.05071 17.89508
C 0.06078 -9.75830 19.13728
O -0.38341 -10.96905 19.70570
C -0.98086 -10.78859 20.96913
N 1.21531 -8.79141 17.21654
H 1.92031 -11.75972 18.82288
H 2.93913 -10.28698 18.51276
H 2.42125 -11.50302 17.28597
H 0.23548 -10.61257 17.20964
H -0.77646 -9.07811 18.94370
H 0.70368 -9.24087 19.87081
H -0.34830 -10.40180 21.77292
H -1.20562 -11.79205 21.33562
H -1.91070 -10.22669 20.85700
H 1.93851 -8.35027 17.78069
H 1.63237 -9.05163 16.32930
C 1.78199 -12.21202 23.06195
C 2.76738 -11.23284 23.74931
C 2.12998 -9.87074 24.04230
O 1.87211 -9.06660 22.91899
C 3.03496 -8.45696 22.37374
N 3.20374 -11.91122 24.97840
H 2.27195 -13.18121 22.94106
H 1.39492 -11.97190 22.06831
H 0.91926 -12.35275 23.71738
H 3.64774 -11.12548 23.09569
H 2.74064 -9.35073 24.79473
H 1.13997 -10.08413 24.45504
H 2.74991 -7.97060 21.43903
H 3.79387 -9.18940 22.10425
H 3.34505 -7.64937 23.03950
H 3.75686 -11.15008 25.37617
H 3.78106 -12.73558 24.80533
C 4.47578 -6.72162 25.81806
C 4.16238 -5.29094 25.40421
C 2.74211 -5.11437 24.93013
O 2.59752 -3.92264 24.17082
C 1.44288 -3.89418 23.36071
N 4.31824 -4.46882 26.64341
H 5.51934 -6.81102 26.12264
H 4.32815 -7.35272 24.93391
H 3.84996 -7.08553 26.63008
H 4.79590 -4.92554 24.58852
H 1.98780 -5.12465 25.72626
H 2.44328 -5.96202 24.29379
H 1.50349 -2.94867 22.83050
H 0.57213 -3.91682 24.02590
H 1.28313 -4.74050 22.68573
H 4.14175 -3.50164 26.35159
H 5.31673 -4.39461 26.84827



## d
136
Properties=species:S:1:pos:R:3 method="wB97M-V/def2-TZVPD" smiles=COC[C@H](C)N.COC[C@H](C)N.COC[C@H](C)N.COC[C@H](C)N.COC[C@H](C)N.COC[C@H](C)N.COC[C@H](C)N.COC[C@H](C)N orbital_gap_ha=0.3398 lumo_ha=0.017 charge=0
C 2.79805 -0.75341 -2.02820
C 2.15759 -0.47653 -0.64548
C 0.70799 0.03058 -0.77596
O 0.40144 0.83158 0.34226
C -0.68674 1.68688 0.20835
N 2.12915 -1.71411 0.13679
H 2.28640 -0.19771 -2.81988
H 2.66396 -1.78540 -2.35240
H 3.84634 -0.47096 -2.11709
H 2.72672 0.27466 -0.09828
H 0.01102 -0.81369 -0.79974
H 0.67497 0.69876 -1.64740
H -0.63697 2.39929 1.04310
H -1.69305 1.26274 0.23491
H -0.49378 2.39439 -0.61591
H 3.01583 -2.00606 0.50646
H 1.69874 -2.42945 -0.43013
C 1.36186 0.20447 -8.67106
C 1.16116 -0.92529 -7.68722
C 0.52662 -0.40944 -6.37303
O 0.63195 -1.45624 -5.42142
C 0.12465 -1.08200 -4.17899
N 0.32542 -1.94882 -8.32562
H 1.87528 -0.12860 -9.57217
H 2.01375 0.98723 -8.26996
H 0.41118 0.66758 -8.93935
H 2.10453 -1.37129 -7.37039
H -0.52868 -0.11540 -6.42787
H 1.10662 0.47574 -6.07935
H 0.50335 -1.73463 -3.39154
H -0.97266 -1.06688 -4.12391
H 0.41434 -0.08962 -3.81082
H 0.33504 -2.80227 -7.77095
H -0.64739 -1.66288 -8.22612
C -3.01990 7.43014 4.33332
C -2.21423 6.15458 4.12637
C -0.86018 6.13067 4.81393
O -0.10324 4.99662 4.47210
C 0.19443 4.72353 3.11655
N -3.02081 4.99390 4.59151
H -3.43135 7.39940 5.35137
H -3.90394 7.51191 3.70278
H -2.49292 8.38707 4.37915
H -2.08191 6.00322 3.04793
H -0.96158 6.12223 5.90373
H -0.35226 7.10147 4.71820
H 0.85281 5.44010 2.61898
H -0.75564 4.73440 2.57422
H 0.64029 3.73792 3.02141
H -3.40084 4.57485 3.73997
H -2.30835 4.27532 4.76770
C -2.75619 0.16453 2.90758
C -4.21329 -0.31801 3.00922
C -4.95775 0.35706 4.14765
O -4.97966 1.75495 3.95221
C -5.41991 2.49342 5.08073
N -4.83319 0.13701 1.74851
H -2.64772 1.23164 3.08927
H -2.37820 -0.13842 1.93199
H -2.06317 -0.35552 3.57680
H -4.25925 -1.40043 3.11224
H -4.44246 0.16839 5.10401
H -5.95374 -0.06931 4.31298
H -4.74519 2.25217 5.90325
H -6.46669 2.32493 5.34161
H -5.32011 3.54239 4.81487
H -5.79263 -0.15969 1.59862
H -4.92023 1.14605 1.82398
C 4.04749 -4.14558 1.89672
C 4.11457 -5.10364 0.68773
C 2.71663 -5.70756 0.50058
O 2.65555 -6.75844 -0.43588
C 1.33046 -7.31537 -0.41085
N 4.42371 -4.27359 -0.48665
H 4.19038 -3.12574 1.55792
H 4.85264 -4.30345 2.61789
H 3.11687 -4.39128 2.40453
H 4.86672 -5.88454 0.84052
H 2.04568 -4.86985 0.24678
H 2.26828 -6.01825 1.45605
H 0.65744 -6.57948 -0.83822
H 1.03092 -7.67330 0.57460
H 1.46115 -8.18501 -1.05284
H 5.32212 -3.91389 -0.15831
H 4.62426 -4.72457 -1.37183
C 5.93910 -0.84187 0.89137
C 6.08837 0.09404 2.07000
C 5.08556 -0.26799 3.16090
O 5.35004 -1.55670 3.63115
C 4.88960 -2.00963 4.87180
N 7.49089 0.17896 2.50102
H 4.94925 -0.85811 0.44072
H 6.14293 -1.86227 1.25072
H 6.70396 -0.71932 0.12200
H 5.77773 1.05059 1.63018
H 4.06531 -0.17717 2.76127
H 5.12513 0.45077 3.99245
H 5.33180 -1.40370 5.67370
H 5.15627 -3.03219 5.13919
H 3.79503 -1.95870 4.84862
H 7.79171 -0.79644 2.49894
H 7.53000 0.43810 3.48265
C -1.05665 6.18949 -2.07838
C -2.15049 5.15108 -1.95528
C -2.54677 4.95491 -0.51460
O -3.62239 4.02782 -0.39615
C -4.01407 3.88195 0.93791
N -3.27081 5.50026 -2.85942
H -0.62740 6.29741 -3.07654
H -0.21856 5.88206 -1.44393
H -1.35672 7.19990 -1.79873
H -1.83949 4.15447 -2.30985
H -2.95291 5.91939 -0.16957
H -1.72838 4.60363 0.12015
H -4.61944 4.71829 1.31059
H -3.16218 3.71412 1.60711
H -4.68373 3.02724 1.03084
H -2.88936 5.45615 -3.80291
H -3.87916 4.67936 -2.88768
C -3.45880 -5.20646 -3.47586
C -1.98063 -4.95126 -3.23339
C -1.58094 -5.11326 -1.76301
O -2.24086 -4.32327 -0.82301
C -1.98225 -2.92423 -0.87647
N -1.17908 -5.86139 -4.01700
H -4.13818 -4.60872 -2.86886
H -3.74096 -6.25056 -3.32725
H -3.66815 -4.95534 -4.51993
H -1.82712 -3.87208 -3.38028
H -0.48391 -5.12299 -1.59988
H -1.62569 -6.17220 -1.45600
H -1.13997 -2.67738 -0.21501
H -2.86214 -2.48328 -0.40999
H -1.73285 -2.53332 -1.86139
H -0.22365 -5.51534 -4.11587
H -1.43952 -5.86297 -5.00214



Which is the most stable structure? b is the most stable.